This record from OMol25 describes a structure of composition C29H18Cl5O5W. The level of theory is ωB97M-V with the def2-TZVPD basis set.

Summary:
gap between HOMO and LUMO (alpha / beta) = 0.219 / 0.211 Eh
E_LUMO (alpha / beta) = 0.0724 / 0.0572 hartree
HOMO level (alpha / beta) = -3.99 / -4.18 eV
total charge = -1

Cartesian coordinates (Å):
W: 0.152701 2.340665 0.408133
O: -2.609816 2.089850 3.648357
C: -1.595433 2.099536 2.978840
O: -1.471476 2.513357 1.786654
C: -0.286093 1.492163 3.594441
C: 0.195728 0.304374 2.739059
C: 1.172166 -0.558254 3.553749
C: 2.408439 0.363656 3.601522
C: 1.937533 1.552396 2.745684
O: 1.083421 0.908337 1.794152
C: 0.948254 2.427254 3.527775
C: 0.670910 3.785914 2.775033
O: 0.198184 4.708196 3.410202
O: 1.062125 3.827617 1.568259
H: -0.522592 1.183151 4.616000
H: -0.591706 -0.241806 2.210527
H: 0.785758 -0.812923 4.538400
H: 1.391993 -1.481456 3.017277
H: 2.669964 0.672544 4.611597
H: 3.275933 -0.112965 3.145225
H: 2.732434 2.101582 2.227468
H: 1.302293 2.696123 4.526173
Cl: 3.344868 0.632036 -0.639268
C: 2.782266 1.968461 -1.564740
C: 1.599430 2.556001 -1.095622
C: 1.148960 3.640408 -1.867809
Cl: -0.349734 4.245783 -1.202613
C: 1.767489 4.127714 -2.993211
Cl: 1.122531 5.461298 -3.862365
C: 2.947559 3.496730 -3.417078
Cl: 3.755900 4.058590 -4.826288
C: 3.452370 2.410751 -2.690967
Cl: 4.903793 1.644241 -3.203885
C: -0.643492 0.789481 -0.563961
C: -0.992777 -0.322667 -0.994486
C: -1.372683 -1.573980 -1.367382
C: -0.635551 -2.284806 -2.389970
C: -1.211534 -3.331501 -3.121068
C: -0.481860 -4.002675 -4.081016
C: 0.832241 -3.648157 -4.345919
C: 1.404077 -2.588046 -3.656891
C: 0.680311 -1.909653 -2.699495
C: -2.486440 -2.175947 -0.650737
C: -2.485721 -3.538799 -0.342357
C: -3.527544 -4.105459 0.362700
C: -4.594062 -3.327139 0.783812
C: -4.589778 -1.965226 0.518344
C: -3.547576 -1.392051 -0.181887
H: -2.244496 -3.596221 -2.941976
H: -0.943579 -4.808868 -4.634810
H: 1.399686 -4.180826 -5.096908
H: 2.424761 -2.299656 -3.870920
H: 1.125643 -1.084069 -2.161600
H: -1.634503 -4.136780 -0.634735
H: -3.500285 -5.161880 0.593319
H: -5.411634 -3.778548 1.328436
H: -5.407745 -1.349088 0.865294
H: -3.541612 -0.328762 -0.376470

Forces on the atoms, in the same order (eV/Å):
-0.9787 -0.4794 0.6298
-0.1962 0.0344 -0.0429
0.7095 -0.8876 1.6253
-0.0592 0.5719 -1.3953
-0.7665 0.1879 -0.1872
-0.6418 -0.7304 0.7866
-0.1066 -0.0543 -0.2077
0.0229 0.1124 -0.1842
0.9702 0.4029 0.7450
-0.0352 0.2482 -0.6469
0.0730 0.6323 -0.4374
0.0042 -0.1920 2.9923
0.0313 -0.1312 -0.1706
0.1506 -0.2389 -2.1876
0.0681 0.0234 -0.1833
0.2057 0.1623 0.0270
-0.0873 0.0303 -0.0175
-0.0193 -0.0046 0.0233
0.0302 0.0588 0.0109
0.0105 0.0258 0.0334
-0.3123 -0.2123 0.0590
0.0050 -0.0743 -0.1589
0.4538 -0.4017 0.0094
-0.9362 0.1777 0.6662
0.8637 0.9295 -1.5482
0.5873 -0.7890 0.3599
-0.2845 0.1416 -0.1439
0.4553 0.0749 -0.3310
-0.1317 0.1437 -0.0560
-0.2981 -0.0193 0.3127
0.0444 0.0051 -0.0489
-0.0027 0.2514 -0.3183
0.1445 -0.0911 -0.0652
0.3355 1.0822 0.3340
-0.3796 -1.2448 -0.3900
0.2039 0.9763 0.3160
0.4438 -0.2420 -0.4277
-0.0117 0.1758 0.1328
0.0752 -0.1208 -0.1567
0.0037 -0.0519 -0.1125
0.0854 -0.0682 -0.1200
-0.1071 -0.0343 0.1161
-0.5480 -0.1351 0.2679
0.1110 0.1235 -0.0512
-0.0892 -0.1335 0.0734
-0.0427 -0.0479 0.0522
-0.1368 -0.0580 0.1057
0.1005 -0.0650 -0.1291
-0.0016 -0.0546 0.0137
-0.0348 -0.0509 -0.0408
0.0275 -0.0321 -0.0236
0.0359 0.0630 0.0230
0.0505 0.0445 0.0619
-0.0100 -0.1032 -0.0506
-0.0203 -0.0666 0.0278
-0.0540 0.0053 0.0384
-0.0221 0.0636 0.0141
0.0111 0.0663 -0.0248

These are the natural (NBO) partial charges, in e, on atoms 1 to 6: 1.25 -0.64 0.82 -0.76 -0.36 0.09